Record 1
The following is a DFT calculation (ωB97M-V with the def2-TZVPD basis set) of a cluster of 8 separate species, C33H68F9NO17S9 in total in a non-equilibrium geometry.

Element x y z (Å)
C1 -4.457 0.856 0.495
C2 -4.024 -0.493 -0.090
C3 -4.098 -0.510 -1.618
C4 -2.793 -0.903 -2.312
N1 -1.596 -0.376 -1.647
C5 -1.068 0.933 -1.990
C6 -0.840 1.643 -0.631
C7 0.329 1.030 0.112
O1 0.170 1.204 1.530
C8 0.663 0.189 2.294
O2 0.094 -0.083 3.346
C9 1.916 -0.486 1.823
C10 2.725 -1.093 2.951
O3 -2.086 1.691 -2.666
S1 -1.923 1.748 -4.236
O4 -2.931 0.997 -4.910
O5 -1.677 3.102 -4.619
O6 -0.573 0.910 -4.290
C11 0.104 0.962 -3.018
C12 1.060 2.177 -3.087
C13 0.502 3.562 -2.761
O7 1.039 4.051 -1.540
C14 0.620 5.363 -1.355
C15 -0.426 5.501 -0.322
O8 1.107 6.266 -2.022
S2 1.260 -0.473 -3.030
O9 2.212 -0.214 -4.079
O10 1.765 -0.694 -1.704
C16 0.323 -2.028 -3.524
F1 0.128 -2.756 -2.389
F2 -0.860 -1.711 -4.080
C17 1.132 -2.896 -4.523
F3 1.038 -2.331 -5.758
F4 2.440 -2.954 -4.138
C18 0.628 -4.372 -4.632
F5 1.280 -4.883 -5.718
F6 1.000 -5.089 -3.534
C19 -0.885 -4.596 -4.893
F7 -1.328 -3.792 -5.883
F8 -1.048 -5.884 -5.273
F9 -1.615 -4.388 -3.770
H1 -3.894 1.140 1.380
H2 -4.344 1.664 -0.222
H3 -5.509 0.842 0.760
H4 -4.740 -1.222 0.245
H5 -3.058 -0.812 0.276
H6 -4.857 -1.199 -1.975
H7 -4.381 0.465 -2.007
H8 -2.842 -0.687 -3.371
H9 -2.714 -1.985 -2.246
H10 -0.872 -1.068 -1.575
H11 -1.733 1.380 -0.075
H12 -0.816 2.719 -0.697
H13 0.297 -0.032 -0.086
H14 1.275 1.435 -0.228
H15 1.611 -1.292 1.155
H16 2.529 0.170 1.213
H17 3.114 -0.346 3.632
H18 3.563 -1.612 2.502
H19 2.155 -1.816 3.514
H20 1.908 2.000 -2.433
H21 1.390 2.207 -4.115
H22 -0.578 3.633 -2.740
H23 0.849 4.221 -3.551
H24 -0.084 5.022 0.587
H25 -0.611 6.546 -0.126
H26 -1.319 4.992 -0.672
C20 4.957 -2.885 7.679
S3 3.449 -2.679 6.727
O11 3.832 -2.046 5.435
C21 2.729 -1.389 7.743
H27 5.559 -3.644 7.182
H28 5.504 -1.944 7.720
H29 4.708 -3.224 8.685
H30 3.410 -0.543 7.790
H31 2.544 -1.778 8.744
H32 1.787 -1.100 7.279
C22 -4.308 7.187 -6.112
S4 -3.642 5.646 -5.469
O12 -4.155 5.504 -4.082
C23 -1.948 6.232 -5.344
H33 -5.382 7.061 -6.224
H34 -4.101 7.995 -5.411
H35 -3.860 7.397 -7.084
H36 -1.916 7.111 -4.699
H37 -1.576 6.473 -6.340
H38 -1.355 5.431 -4.914
C24 1.736 2.330 4.965
S5 0.677 3.455 4.053
O13 1.571 4.227 3.147
C25 0.303 4.544 5.432
H39 2.117 1.590 4.265
H40 2.563 2.891 5.403
H41 1.149 1.830 5.735
H42 1.228 4.953 5.838
H43 -0.237 3.984 6.195
H44 -0.323 5.349 5.055
C26 -4.598 -5.135 2.321
S6 -5.951 -4.290 1.495
O14 -5.342 -3.439 0.440
C27 -6.358 -3.200 2.863
H45 -4.168 -5.837 1.611
H46 -3.846 -4.407 2.625
H47 -4.983 -5.676 3.185
H48 -5.483 -2.607 3.129
H49 -6.693 -3.796 3.712
H50 -7.163 -2.547 2.534
C28 6.833 -3.762 0.360
S7 5.099 -4.068 0.710
O15 4.482 -2.751 1.007
C29 5.358 -4.870 2.296
H51 6.888 -3.216 -0.578
H52 7.265 -3.165 1.163
H53 7.357 -4.713 0.262
H54 5.888 -4.191 2.963
H55 5.924 -5.790 2.147
H56 4.379 -5.101 2.710
C30 -4.244 -3.983 -6.993
S8 -5.449 -2.742 -7.476
O16 -6.757 -3.432 -7.599
C31 -4.818 -2.517 -9.144
H57 -4.483 -4.299 -5.980
H58 -4.309 -4.835 -7.671
H59 -3.252 -3.549 -7.021
H60 -4.839 -3.470 -9.672
H61 -3.802 -2.124 -9.097
H62 -5.465 -1.801 -9.645
C32 4.826 2.315 7.618
S9 6.097 1.058 7.770
O17 5.563 0.010 8.684
C33 7.243 2.050 8.730
H63 3.991 1.874 7.076
H64 4.502 2.629 8.610
H65 5.221 3.160 7.055
H66 6.757 2.383 9.647
H67 7.565 2.903 8.134
H68 8.099 1.425 8.969

The maximum force is 2.59 eV/A. The charge is 0. The value obtained for the LUMO energy is 0.3978 eV. The frontier orbital gap is 9.05 eV. The spin multiplicity is 1.

***

Record 2
The following is a DFT calculation (ωB97M-V with the def2-TZVPD basis set) of a cluster of 3 separate species, C33H68IN4O6P in total in a non-equilibrium geometry.

Element x y z (Å)
C1 2.861 2.364 -1.624
C2 1.371 1.739 -1.990
O1 1.514 0.770 -3.125
P1 -0.034 0.075 -3.540
O2 -1.053 0.249 -2.308
C3 -0.637 0.986 -5.135
C4 -1.665 2.246 -4.778
C5 -3.109 1.566 -4.407
C6 -3.926 2.608 -3.440
C7 -3.362 2.970 -1.945
O3 -2.158 3.416 -1.530
N1 -4.398 2.699 -0.834
C8 -5.741 2.476 -1.491
C9 -6.851 1.484 -0.807
C10 -6.000 0.030 -0.220
C11 -6.735 -0.702 1.172
O4 -5.334 0.160 1.188
C12 -6.455 3.955 -1.311
I1 -5.774 4.713 0.675
C13 -6.152 5.009 -2.530
C14 -6.660 6.502 -1.982
C15 -5.361 1.934 -2.991
C16 -6.546 1.731 -4.117
C17 -6.831 0.099 -4.325
O5 -7.847 -0.536 -3.680
N2 -5.998 -0.787 -5.250
C18 -5.082 -1.707 -4.417
C19 -6.855 -1.744 -6.048
O6 0.192 -1.649 -3.773
C20 0.340 -2.327 -2.460
C21 -0.981 -3.210 -2.019
H1 2.889 2.629 -0.461
H2 3.667 1.505 -1.814
H3 3.104 3.360 -2.196
H4 0.997 1.209 -1.002
H5 0.598 2.556 -2.347
H6 0.237 1.416 -5.783
H7 -1.274 0.270 -5.846
H8 -1.206 2.893 -3.908
H9 -1.818 2.982 -5.697
H10 -3.055 0.484 -3.966
H11 -3.709 1.474 -5.432
H12 -4.061 3.557 -4.111
H13 -3.927 1.888 -0.376
H14 -7.621 1.044 -1.606
H15 -7.369 1.901 0.157
H16 -5.496 -0.732 -1.080
H17 -6.166 -1.665 1.523
H18 -7.400 0.000 1.854
H19 -7.618 3.826 -1.201
H20 -4.989 5.146 -2.759
H21 -6.772 4.753 -3.502
H22 -6.953 7.189 -2.887
H23 -5.808 7.065 -1.368
H24 -7.637 6.358 -1.319
H25 -5.058 0.800 -2.776
H26 -7.501 2.287 -3.731
H27 -6.121 2.133 -5.131
H28 -5.515 -2.817 -4.366
H29 -4.012 -1.806 -4.894
H30 -4.983 -1.352 -3.303
H31 -7.424 -2.552 -5.384
H32 -6.181 -2.388 -6.791
H33 -7.691 -1.224 -6.700
H34 1.235 -3.111 -2.567
H35 0.702 -1.578 -1.608
H36 -0.596 -3.978 -1.191
H37 -1.471 -3.794 -2.935
H38 -1.843 -2.550 -1.531
C22 5.804 3.091 2.550
C23 4.977 1.820 2.725
N3 5.043 0.910 1.580
C24 4.030 -0.149 1.618
C25 4.110 -1.163 2.751
C26 6.381 0.477 1.170
C27 7.247 -0.227 2.208
H39 5.537 3.612 1.625
H40 5.617 3.774 3.385
H41 6.878 2.880 2.535
H42 3.937 2.138 2.865
H43 5.280 1.324 3.654
H44 4.030 -0.688 0.663
H45 3.042 0.331 1.664
H46 4.928 -1.871 2.605
H47 3.185 -1.748 2.790
H48 4.229 -0.686 3.731
H49 6.930 1.357 0.812
H50 6.302 -0.165 0.283
H51 7.243 0.282 3.175
H52 8.286 -0.252 1.862
H53 6.939 -1.264 2.356
C28 7.947 -5.303 7.417
C29 6.851 -4.241 7.415
N4 6.656 -3.596 6.114
C30 5.830 -2.387 6.182
C31 4.375 -2.549 6.605
C32 6.370 -4.484 4.985
C33 5.155 -5.399 5.094
H54 8.892 -4.898 7.039
H55 8.120 -5.658 8.439
H56 7.673 -6.173 6.812
H57 7.150 -3.479 8.146
H58 5.924 -4.687 7.789
H59 5.859 -1.872 5.214
H60 6.309 -1.689 6.882
H61 3.769 -2.990 5.812
H62 3.944 -1.567 6.827
H63 4.269 -3.159 7.510
H64 7.252 -5.115 4.814
H65 6.284 -3.892 4.066
H66 5.094 -5.906 6.060
H67 5.212 -6.177 4.325
H68 4.223 -4.855 4.924

The maximum force is 8.42 eV/A. The charge is 0. The value obtained for the LUMO energy is 0.0500 eV. The frontier orbital gap is 8.14 eV. The SMILES is CCOP(=O)(CCC[C@@H]1C(=O)N[C@@](C[C@@H]2CO2)([C@@H](I)CC)[C@H]1CC(=O)N(C)C)OCC.CCN(CC)CC.CCN(CC)CC. The spin multiplicity is 1.